Entry 1:
Molecular formula: C33H31MnN9P2SSe2
Method: DFT, ωB97M-V with the def2-TZVPD basis set

Structure (XYZ):
```
79
Properties=species:S:1:pos:R:3:lowdin_spin:R:1
Mn 0.184 0.175 0.239 1.0023
N 2.936 0.928 3.543 -0.0007
C 2.111 0.907 2.473 0.0000
S 2.126 -0.501 1.471 0.0111
N 1.408 2.009 2.277 0.0018
N 0.588 1.900 1.210 -0.0073
C -0.064 2.946 0.837 -0.0104
C -0.969 2.763 -0.286 -0.0034
C -1.799 3.764 -0.780 -0.0017
C -2.629 3.471 -1.846 -0.0011
C -2.614 2.195 -2.394 -0.0016
C -1.763 1.248 -1.851 0.0001
N -0.958 1.528 -0.824 -0.0031
H 3.350 0.064 3.840 0.0002
H 2.818 1.670 4.212 -0.0002
H 0.062 3.900 1.335 -0.0008
H -1.789 4.743 -0.322 -0.0001
H -3.288 4.231 -2.246 0.0000
H -3.248 1.930 -3.228 0.0000
H -1.700 0.237 -2.236 0.0000
Se -1.182 -5.042 3.849 0.0011
P -2.701 -4.194 2.663 0.0012
C -3.618 -5.473 1.743 0.0001
C -2.981 -6.679 1.459 0.0000
C -3.677 -7.713 0.853 0.0000
C -5.021 -7.560 0.549 0.0000
C -5.662 -6.361 0.831 0.0000
C -4.964 -5.318 1.418 0.0000
C -3.998 -3.316 3.582 0.0003
C -4.774 -2.327 2.982 0.0002
C -5.808 -1.734 3.687 0.0000
C -6.071 -2.124 4.994 0.0000
C -5.295 -3.103 5.596 0.0000
C -4.258 -3.699 4.892 0.0000
C -2.052 -2.889 1.573 0.0107
C -1.502 -2.734 0.283 -0.0014
N -1.036 -1.477 0.250 0.0085
N -1.233 -0.924 1.434 0.0075
N -1.835 -1.737 2.248 -0.0036
P -1.472 -3.635 -1.280 -0.0005
Se -0.681 -2.503 -2.878 0.0001
C -0.533 -5.144 -0.980 -0.0001
C 0.144 -5.326 0.220 -0.0001
C 0.912 -6.466 0.417 0.0000
C 1.010 -7.419 -0.583 0.0000
C 0.357 -7.226 -1.797 0.0000
C -0.400 -6.087 -2.002 0.0000
C -3.213 -4.019 -1.604 -0.0001
C -4.113 -2.959 -1.484 0.0000
C -5.446 -3.135 -1.810 0.0000
C -5.889 -4.367 -2.273 0.0000
C -4.999 -5.422 -2.388 0.0000
C -3.663 -5.255 -2.044 0.0000
H -1.949 -6.814 1.753 0.0000
H -3.170 -8.645 0.640 0.0000
H -5.572 -8.376 0.098 0.0000
H -6.712 -6.238 0.600 0.0000
H -5.481 -4.394 1.639 0.0000
H -4.559 -2.008 1.970 0.0001
H -6.404 -0.960 3.220 0.0000
H -6.876 -1.656 5.546 0.0000
H -5.491 -3.400 6.618 0.0000
H -3.633 -4.451 5.357 0.0000
H 0.071 -4.597 1.017 0.0000
H 1.422 -6.603 1.362 0.0000
H 1.605 -8.310 -0.426 0.0000
H 0.454 -7.957 -2.589 0.0000
H -0.861 -5.910 -2.966 0.0000
H -3.762 -1.990 -1.146 0.0000
H -6.138 -2.309 -1.712 0.0000
H -6.930 -4.505 -2.536 0.0000
H -5.343 -6.387 -2.736 0.0000
H -2.987 -6.096 -2.109 0.0000
N 1.124 0.602 -2.666 -0.0010
N 1.359 -0.141 -1.464 -0.0085
H 1.845 0.393 -3.349 -0.0002
H 1.185 1.585 -2.430 -0.0001
H 2.329 -0.086 -1.168 0.0011
H 1.127 -1.114 -1.669 0.0000
```

Calculated values
2S+1: 2
Calculated total energy in eV: -239561.666
Energy relative to the best compared isomer or geometry (same formula, charge and spin) in kcal/mol: 0.0
Kohn-Sham gap (spin up / spin down) in eV: 7.395 / 7.137


Entry 2:
Molecular formula: C53H124N8O9
Method: DFT, ωB97M-V with the def2-TZVPD basis set

Structure (XYZ):
```
194
Properties=species:S:1:pos:R:3:lowdin_spin:R:1
C -15.468 28.499 -22.919 0.0000
C -14.496 29.219 -21.954 0.0000
C -14.109 28.404 -20.673 0.0000
C -13.069 27.301 -20.792 0.0000
C -11.734 27.986 -21.423 0.0000
C -12.042 28.789 -22.709 0.0000
N -13.214 29.690 -22.535 0.0000
O -13.418 30.373 -23.615 0.0000
C -10.778 29.688 -22.959 0.0000
C -12.098 27.834 -23.920 0.0000
C -15.107 30.523 -21.303 0.0000
H -15.741 29.042 -23.824 0.0000
H -16.433 28.441 -22.415 0.0000
H -15.059 27.500 -23.070 0.0000
H -14.049 29.066 -19.810 0.0000
H -15.010 27.801 -20.558 0.0000
H -13.390 26.391 -21.298 0.0000
H -12.873 26.930 -19.786 0.0000
H -10.862 27.333 -21.464 0.0000
H -11.330 28.686 -20.691 0.0000
H -10.995 30.431 -23.726 0.0000
H -10.393 30.293 -22.138 0.0000
H -9.862 29.151 -23.205 0.0000
H -11.211 27.202 -23.876 0.0000
H -12.846 27.048 -24.029 0.0000
H -12.181 28.386 -24.856 0.0000
H -15.725 30.398 -20.413 0.0000
H -15.747 31.082 -21.986 0.0000
H -14.294 31.229 -21.133 0.0000
H -13.423 31.289 -23.328 0.0000
C -6.151 28.957 -25.774 0.0000
C -5.363 28.035 -24.825 0.0000
C -6.095 28.052 -23.404 0.0000
C -7.306 27.133 -23.365 0.0000
C -6.912 25.720 -23.736 0.0000
C -6.362 25.640 -25.213 0.0000
N -5.306 26.682 -25.403 0.0000
O -4.642 26.600 -26.614 0.0000
C -5.889 24.186 -25.420 0.0000
C -7.535 25.866 -26.208 0.0000
C -3.950 28.623 -24.606 0.0001
H -6.074 28.618 -26.807 0.0000
H -5.973 30.024 -25.640 0.0000
H -7.211 28.749 -25.628 0.0000
H -5.391 27.838 -22.600 0.0000
H -6.535 29.043 -23.288 0.0000
H -8.132 27.327 -24.050 0.0000
H -7.579 27.117 -22.310 0.0000
H -7.720 25.007 -23.571 0.0000
H -6.094 25.431 -23.075 0.0000
H -6.580 23.391 -25.142 0.0000
H -5.592 24.057 -26.461 0.0000
H -4.939 23.941 -24.944 0.0000
H -8.190 26.729 -26.082 0.0000
H -7.065 26.021 -27.179 0.0000
H -8.227 25.024 -26.215 0.0000
H -3.263 27.902 -24.161 0.0000
H -3.862 29.522 -23.996 0.0000
H -3.438 28.937 -25.516 0.0001
H -3.857 26.117 -26.346 0.0000
C -10.994 23.043 -19.386 0.0000
C -10.398 22.285 -20.592 0.0000
C -9.312 21.335 -19.971 0.0000
C -9.091 20.087 -20.929 0.0000
C -10.319 19.328 -21.314 0.0000
C -11.401 20.306 -21.962 0.0000
N -11.546 21.495 -21.118 0.0000
O -12.517 22.350 -21.612 0.0000
C -11.059 20.585 -23.502 0.0000
C -12.747 19.626 -21.720 0.0000
C -9.737 23.201 -21.608 0.0000
H -11.801 23.692 -19.726 0.0000
H -10.202 23.569 -18.852 0.0000
H -11.479 22.376 -18.674 0.0000
H -8.263 21.630 -19.964 0.0000
H -9.613 20.995 -18.980 0.0000
H -8.590 19.261 -20.424 0.0000
H -8.379 20.325 -21.720 0.0000
H -10.718 18.710 -20.510 0.0000
H -10.078 18.589 -22.078 0.0000
H -10.000 20.834 -23.561 0.0000
H -11.273 19.659 -24.035 0.0000
H -11.667 21.371 -23.950 0.0000
H -13.630 20.193 -22.013 0.0000
H -12.896 18.780 -22.391 0.0000
H -12.999 19.377 -20.689 0.0000
H -8.898 22.682 -22.070 0.0000
H -9.174 24.084 -21.304 0.0000
H -10.331 23.580 -22.440 0.0000
H -13.150 22.319 -20.891 0.0000
C 0.056 31.567 -22.339 0.0526
C -0.540 31.701 -23.757 0.0547
C -1.910 32.406 -23.504 0.0032
C -1.717 33.859 -23.207 0.0001
C -1.237 34.597 -24.326 -0.0004
C 0.144 34.076 -24.686 0.0333
N 0.266 32.528 -24.708 0.6529
O 1.501 32.084 -25.119 0.1023
C 0.365 34.539 -26.201 0.0151
C 1.166 34.661 -23.777 0.0270
C -0.765 30.249 -24.333 0.0177
H -0.543 30.930 -21.688 0.0050
H 0.240 32.523 -21.848 0.0004
H 1.055 31.140 -22.427 0.0006
H -2.462 32.415 -24.444 0.0003
H -2.535 31.875 -22.786 -0.0005
H -1.158 34.114 -22.307 0.0001
H -2.717 34.226 -22.974 0.0003
H -1.213 35.599 -23.897 -0.0004
H -1.944 34.687 -25.150 0.0004
H 1.303 34.065 -26.494 -0.0003
H -0.285 34.099 -26.958 -0.0003
H 0.580 35.589 -26.396 0.0012
H 1.281 34.117 -22.840 -0.0005
H 2.173 34.564 -24.182 0.0005
H 1.117 35.698 -23.444 0.0046
H -1.259 29.530 -23.678 0.0009
H 0.247 29.871 -24.474 -0.0003
H -1.297 30.217 -25.284 -0.0001
H 1.216 31.831 -26.000 0.0167
C -0.057 27.682 -27.554 0.0001
O -1.080 26.745 -27.462 0.0000
H 0.665 27.521 -26.754 0.0000
H 0.353 27.557 -28.557 0.0000
H -0.456 28.694 -27.628 0.0001
H -1.708 26.738 -28.188 0.0000
C 1.601 27.816 -21.187 0.0000
C 0.651 26.682 -21.419 0.0000
C 0.690 26.142 -22.943 0.0000
O -0.249 25.010 -23.121 0.0000
C -0.875 24.861 -24.364 0.0000
N 0.886 25.557 -20.538 0.0000
H 2.667 27.610 -21.088 0.0000
H 1.384 28.218 -20.198 0.0000
H 1.355 28.609 -21.893 0.0000
H -0.385 26.966 -21.237 0.0000
H 1.648 25.643 -23.089 0.0000
H 0.448 26.953 -23.630 0.0000
H -1.449 23.939 -24.263 0.0000
H -0.049 24.732 -25.063 0.0000
H -1.453 25.702 -24.746 0.0000
H 0.313 24.917 -21.069 0.0000
H 1.858 25.289 -20.601 0.0000
C -9.953 27.662 -17.268 0.0000
C -8.664 27.806 -17.896 0.0000
C -7.994 26.356 -18.214 0.0000
O -7.685 25.588 -16.991 0.0000
C -6.904 24.546 -17.372 0.0000
N -8.995 28.357 -19.211 0.0000
H -10.435 28.628 -17.113 0.0000
H -9.757 27.124 -16.340 0.0000
H -10.589 26.985 -17.839 0.0000
H -7.967 28.477 -17.393 0.0000
H -7.092 26.636 -18.757 0.0000
H -8.726 25.863 -18.854 0.0000
H -6.797 23.903 -16.498 0.0000
H -5.915 24.825 -17.735 0.0000
H -7.369 23.917 -18.131 0.0000
H -9.478 29.237 -19.100 0.0000
H -8.204 28.410 -19.837 0.0000
C -3.502 25.699 -31.008 0.0000
C -3.711 27.060 -30.406 0.0000
C -5.179 27.605 -30.590 0.0000
O -5.148 28.794 -29.848 0.0000
C -6.053 29.804 -30.230 0.0000
N -3.241 27.089 -29.061 0.0000
H -3.682 25.703 -32.083 0.0000
H -4.204 24.978 -30.589 0.0000
H -2.454 25.451 -30.842 0.0000
H -3.045 27.734 -30.945 0.0000
H -5.989 27.038 -30.131 0.0000
H -5.407 27.751 -31.646 0.0000
H -5.575 30.712 -29.862 0.0000
H -6.938 29.606 -29.625 0.0000
H -6.260 29.872 -31.298 0.0000
H -3.920 26.777 -28.382 0.0000
H -3.231 28.077 -28.851 0.0000
C -1.848 32.189 -30.045 0.0007
C -1.995 32.284 -28.510 0.0007
C -3.364 31.921 -27.936 0.0001
O -4.336 32.970 -28.208 0.0001
C -5.017 33.453 -27.059 0.0000
N -0.998 31.508 -27.870 0.0084
H -2.282 33.090 -30.477 0.0001
H -2.415 31.319 -30.376 0.0000
H -0.782 32.154 -30.270 0.0000
H -1.719 33.278 -28.156 0.0002
H -3.237 31.762 -26.865 0.0001
H -3.805 31.049 -28.417 0.0000
H -5.839 34.073 -27.417 0.0000
H -4.477 34.153 -26.422 0.0000
H -5.432 32.587 -26.544 0.0000
H -0.049 31.783 -28.082 0.0000
H -1.129 31.749 -26.898 0.0017
```

Calculated values
2S+1: 2
Total charge: +1
Calculated total energy in eV: -87299.365
Energy relative to the best compared isomer or geometry (same formula, charge and spin) in kcal/mol: 95.7
Kohn-Sham gap (spin up / spin down) in eV: 6.534 / 2.101


Entry 3:
Molecular formula: C7H25ClO9S
Method: DFT, ωB97M-V with the def2-TZVPD basis set

Structure (XYZ):
```
43
Properties=species:S:1:pos:R:3:lowdin_charge:R:1
C -1.067 -1.893 -2.678 -0.1545
C 0.040 -2.682 -1.990 -0.5218
S 1.656 -2.516 -2.795 0.9216
C 2.434 -1.164 -1.884 -0.4498
O 2.264 0.067 -2.597 -0.0076
C 2.342 1.189 -1.875 -0.5977
O 2.772 2.237 -2.342 0.1290
O 1.944 1.074 -0.569 -0.0385
C 0.768 1.803 -0.218 -0.6054
Cl -0.372 1.950 -1.589 0.7677
C 0.077 1.112 0.933 -0.2370
C -0.024 -0.400 0.792 -0.0964
H -0.953 -1.861 -3.750 0.0628
H -2.030 -2.311 -2.412 0.0704
H -1.074 -0.877 -2.301 0.0301
H 0.114 -2.390 -0.953 0.0413
H -0.178 -3.737 -2.071 0.0598
H 3.476 -1.427 -1.820 0.0642
H 1.992 -1.149 -0.902 0.0534
H 1.102 2.792 0.052 0.1187
H 0.639 1.328 1.833 0.1213
H -0.916 1.516 1.024 0.0872
H -0.782 -0.667 0.064 0.0721
H -0.341 -0.787 1.740 0.0493
H 0.908 -0.877 0.550 0.0358
O -2.272 -0.268 2.852 -0.0401
H -2.656 -0.532 3.693 0.0446
H -2.830 0.458 2.555 0.0101
O 4.591 -2.752 0.110 -0.0499
H 5.403 -2.761 -0.405 0.0439
H 4.744 -2.078 0.779 0.0408
O -4.519 1.854 3.352 -0.0380
H -4.905 1.604 4.198 0.0592
H -5.071 2.579 3.040 0.0595
O 1.209 -3.132 1.962 -0.0470
H 1.949 -3.144 1.346 0.0230
H 1.522 -2.608 2.705 0.0397
O -1.601 2.952 3.383 -0.0578
H -1.842 3.857 3.601 0.0349
H -2.454 2.513 3.262 -0.0155
O -2.347 3.920 -3.495 -0.0772
H -2.118 3.409 -4.276 0.0314
H -1.596 3.800 -2.904 -0.0376
```

Calculated values
Calculated total energy in eV: -49449.388
Kohn-Sham gap in eV: 8.700


Entry 4:
Molecular formula: CH7N2O
Method: DFT, ωB97M-V with the def2-TZVPD basis set

Structure (XYZ):
```
11
Properties=species:S:1:pos:R:3:lowdin_charge:R:1
N 1.902 -1.254 0.868 0.0317
H 1.029 -1.419 0.394 -0.0413
H 2.035 -0.332 0.579 -0.0356
H 1.630 -1.294 1.756 -0.0696
N -0.654 1.517 -0.190 -0.0817
C -1.370 0.166 -0.649 -0.5408
O -0.791 -0.960 -0.117 -0.3823
H -0.059 1.946 -0.903 -0.0069
H 0.020 1.030 0.468 0.0214
H -1.357 0.283 -1.837 0.0761
H -2.386 0.316 -0.368 0.0290
```

Calculated values
Total charge: -1
Calculated total energy in eV: -6177.590
Energy relative to the best compared isomer or geometry (same formula, charge and spin) in kcal/mol: 17.2
Kohn-Sham gap in eV: 7.791